1.
# C4H6FO4Rh

C4H6FO4Rh as an isolated structure (ωB97M-V with the def2-TZVPD basis set, OMol25).

```
16
Properties=species:S:1:pos:R:3:forces:R:3
C 0.92172 1.24089 0.77197 0.55 0.57 0.80
O -0.20972 0.74087 0.05017 -0.17 -1.16 0.50
H 1.72000 0.48771 0.77465 -0.14 0.16 0.08
H 1.25957 2.14443 0.25667 -0.05 -0.22 0.07
H 0.62299 1.49105 1.79780 0.24 -0.09 -0.18
C 1.61190 -0.92875 -1.58164 1.13 -1.79 0.98
O -2.19182 -0.32872 0.31331 -0.71 -0.64 0.05
C -0.90597 -0.50500 0.57836 2.68 -0.08 0.74
C -0.24840 -1.66100 -0.16810 0.27 -0.66 -0.02
O 0.42552 -1.05647 -1.39227 0.07 0.40 -1.51
O 2.74328 -1.01521 -1.63535 -1.07 0.85 -0.50
F -2.57461 3.05786 -0.86815 -0.56 2.23 -0.75
H -0.64134 -0.60476 1.65083 -0.45 0.20 -0.27
H 0.55966 -2.16518 0.36981 -0.32 0.04 0.06
H -0.97102 -2.35211 -0.60521 0.13 0.00 0.11
Rh -2.12177 1.45440 -0.31286 -1.59 0.17 -0.17
```
Forces are in eV/Å.

Computed properties:
Net charge ... +2
Gap between HOMO and LUMO (spin up / spin down) ... 10.13 / 8.14 eV
Total energy ... -18135.1364 eV
2S+1 ... 5
⟨S²⟩ ... 6.0102
LUMO energy (spin up / spin down) ... -9.53 / -12.36 eV

Results of the Löwdin charge analysis, in e, for atoms 1 through 8: C 0.00; O -0.33; H 0.11; H 0.13; H 0.13; C -0.12; O -0.15; C -0.41

2.
# C2H3FLiMgO

C2H3FLiMgO as an isolated structure (ωB97M-V with the def2-TZVPD basis set, OMol25).

```
9
Properties=species:S:1:pos:R:3:forces:R:3
H -2.43913 1.47332 1.48812 -0.30 0.53 0.45
C 0.30538 -0.53409 1.12432 0.22 -0.21 0.17
C 0.73360 -0.29523 -0.26711 0.72 -0.31 0.12
O -0.34910 0.20102 -0.98478 -0.61 0.04 0.54
Li -1.74746 0.22474 0.42844 0.81 -0.68 -0.43
Mg -0.51113 0.84884 -2.70376 -0.05 0.27 -0.80
F 1.27515 -1.05307 1.81829 -0.48 0.27 -0.20
H 1.12508 -1.25779 -0.66592 -0.11 0.24 0.12
H 1.60761 0.39226 -0.23761 -0.21 -0.16 0.03
```
Forces are in eV/Å.

Computed properties:
Net charge ... +1
Gap between HOMO and LUMO (spin up / spin down) ... 9.37 / 5.11 eV
Total energy ... -12526.0229 eV
2S+1 ... 1
LUMO energy (spin up / spin down) ... -4.69 / -5.98 eV

Results of the Löwdin charge analysis, in e, for atoms 1 through 8: H 0.15; C -0.02; C -0.39; O -0.63; Li 0.59; Mg 0.90; F 0.09; H 0.15